Entry 1:
Below is C33H28BrIN5O2RuSSi as an isolated structure, with properties calculated with ωB97M-V/def2-TZVPD.

Each line ends with the Mulliken spin population.
CARTESIAN COORDINATES (ANGSTROEM)
Ru 0.2373 0.6526 -1.2409  3.31
N -4.4309 -5.6446 -1.7635  0.00
C -4.0317 -4.4455 -1.2647  0.00
C -2.7170 -4.2694 -0.8019  0.00
C -2.3145 -3.0541 -0.3011  -0.01
C -3.2135 -1.9895 -0.2609  0.01
C -4.5184 -2.1460 -0.7119  0.00
C -4.9260 -3.3658 -1.2048  0.00
S -2.6796 -0.4685 0.3741  -0.02
O -3.7846 0.4157 0.5689  0.00
O -1.7467 -0.7020 1.4412  -0.01
N -1.7054 0.1805 -0.8367  0.13
C -2.3422 0.7623 -1.9239  0.00
N -3.5931 0.5303 -2.2741  0.02
C -4.0044 1.1764 -3.3574  -0.01
C -3.1891 2.0247 -4.0988  0.02
C -1.8809 2.1601 -3.6752  0.00
N -1.4649 1.5318 -2.5816  0.10
H -3.8106 -6.4321 -1.7755  0.00
H -5.3794 -5.7905 -2.0538  0.00
H -2.0226 -5.0981 -0.8313  0.00
H -1.3070 -2.9319 0.0748  0.00
H -5.2007 -1.3100 -0.6737  0.00
H -5.9439 -3.4977 -1.5469  0.00
H -5.0313 1.0014 -3.6547  0.00
H -3.5534 2.5387 -4.9732  0.00
H -1.1554 2.7656 -4.2038  0.00
C -1.1057 3.3379 4.1913  0.00
C -1.6829 3.2063 2.9364  0.01
C -1.1776 2.2845 2.0338  0.04
C -0.0785 1.4940 2.3644  -0.03
C 0.5082 1.6552 3.6230  0.01
C -0.0140 2.5567 4.5376  0.00
Si 0.7559 0.2798 1.2353  -0.16
C 0.7994 -1.5628 1.4804  -0.01
C 0.3588 -2.1281 2.6795  0.01
C 0.4483 -3.4929 2.8925  0.00
C 0.9629 -4.3211 1.9029  0.00
C 1.3961 -3.7791 0.7036  0.00
C 1.3221 -2.4076 0.5008  0.04
C 2.5444 0.8655 1.1185  0.03
C 2.8327 2.2354 1.2023  0.02
C 4.1372 2.6942 1.1957  -0.01
C 5.1895 1.7900 1.1118  0.03
C 4.9280 0.4310 1.0371  -0.01
C 3.6180 -0.0256 1.0310  0.05
H -1.5088 4.0484 4.9001  0.00
H -2.5383 3.8104 2.6655  0.00
H -1.6687 2.1707 1.0745  0.01
H 1.3812 1.0756 3.9004  0.00
H 0.4332 2.6525 5.5172  0.00
H -0.0819 -1.5018 3.4438  0.00
H 0.1029 -3.9152 3.8256  0.00
H 1.0252 -5.3884 2.0700  0.00
H 1.7930 -4.4180 -0.0738  0.00
H 1.6672 -2.0134 -0.4497  0.00
H 2.0222 2.9490 1.2974  0.01
H 4.3382 3.7546 1.2753  0.00
H 6.2110 2.1458 1.1199  0.00
H 5.7437 -0.2774 0.9957  0.00
H 3.4365 -1.0916 0.9849  0.00
Br 0.5397 3.8558 -1.2859  0.04
C 2.1294 2.9922 -1.8013  0.01
C 3.2306 3.7317 -2.1889  -0.01
C 4.3924 3.0412 -2.4891  0.01
C 4.4081 1.6578 -2.3940  0.00
C 3.2537 1.0031 -2.0220  -0.01
N 2.1204 1.6618 -1.7294  -0.01
H 3.1746 4.8077 -2.2386  0.00
H 5.2790 3.5828 -2.7872  0.00
H 5.2986 1.0871 -2.6100  0.00
H 3.2050 -0.0746 -1.9562  0.01
I 0.5788 -1.0555 -3.2709  0.39

Atoms 1-2, force components in eV/Å:
Ru -0.238 0.198 -0.424
N -0.040 -0.101 -0.078

E_HOMO (alpha / beta) = -10.2 / -10.2 eV
lowest unoccupied orbital energy (alpha / beta) = -3.33 / -5.13 eV
2S+1 = 5
orbital gap (alpha / beta) = 6.89 / 5.10 eV
energy = -145653.445 eV
charge = +1

---

Entry 2:
Below is C33H28ClIN2O6PRuS as an isolated structure at a distorted geometry, with properties calculated with ωB97M-V/def2-TZVPD.

Each line ends with the Mulliken spin population.
CARTESIAN COORDINATES (ANGSTROEM)
Ru 0.2030 0.5145 1.1996  2.40
O -1.9358 -1.7537 3.5767  0.01
S -0.7914 -0.9665 3.2182  -0.02
O 0.0256 -0.5220 4.3164  0.02
O -1.2426 0.3417 2.5049  0.12
O 0.0185 -1.6394 2.1496  0.14
Cl 6.9564 0.3851 -0.1460  0.05
C 5.4247 0.3956 0.6291  0.24
C 5.3861 0.3310 2.0198  -0.05
C 4.1736 0.3539 2.6718  0.18
I 4.0110 0.3188 4.7493  0.04
C 2.9487 0.4517 1.9558  0.22
O 1.8253 0.5548 2.5483  0.36
C 3.0137 0.4935 0.5373  0.26
N 1.7993 0.6018 -0.0882  0.18
C 1.8087 0.7002 -1.4474  0.15
C 2.9623 0.6875 -2.1848  0.00
C 4.2116 0.5862 -1.5550  0.47
C 4.2467 0.4814 -0.1566  -0.12
H 6.3056 0.2743 2.5838  0.01
H 0.8429 0.8108 -1.9239  0.04
H 2.9093 0.7693 -3.2593  0.01
H 5.1264 0.6148 -2.1191  0.04
C 0.5220 3.3583 2.4181  0.14
C -0.5326 3.9839 1.5088  -0.04
C -1.9256 3.6941 2.0591  0.00
C -0.3615 3.5029 0.0549  0.04
C -1.1986 4.3067 -0.9658  0.00
O -1.8075 3.3223 -1.7848  0.00
C -1.5175 2.1010 -1.2671  -0.02
N -0.7678 2.1315 -0.2103  0.04
C -2.0089 0.9670 -2.0151  -0.01
C -2.7595 1.2780 -3.1690  0.00
C -3.1892 0.3089 -4.0414  0.00
C -2.9043 -1.0281 -3.7797  0.00
C -2.2152 -1.3605 -2.6294  0.01
C -1.7450 -0.3974 -1.7391  0.01
P -0.8753 -1.0750 -0.2690  0.06
C -2.1634 -2.1495 0.4123  0.01
C -2.1777 -3.5193 0.1651  0.00
C -3.1722 -4.3052 0.7174  0.00
C -4.1412 -3.7351 1.5279  0.00
C -4.1386 -2.3704 1.7586  0.00
C -3.1576 -1.5730 1.1961  0.02
C 0.4032 -2.1680 -0.9582  0.00
C 1.0582 -3.0399 -0.0860  0.02
C 2.1232 -3.7999 -0.5269  0.00
C 2.5530 -3.7087 -1.8415  0.01
C 1.8972 -2.8602 -2.7175  -0.01
C 0.8327 -2.0905 -2.2830  0.01
H 0.5794 3.8916 3.3659  0.01
H 1.5102 3.3765 1.9516  0.00
H 0.2428 2.3203 2.6546  -0.05
H -0.3710 5.0707 1.4824  0.00
H -2.0967 2.6173 2.0953  0.00
H -2.7025 4.1517 1.4493  0.00
H -2.0103 4.0892 3.0697  0.00
H 0.7100 3.5702 -0.1925  -0.02
H -0.5959 4.9614 -1.5982  0.00
H -1.9788 4.9037 -0.4837  0.00
H -2.9762 2.3149 -3.3690  0.00
H -3.7391 0.5871 -4.9274  0.00
H -3.2222 -1.7979 -4.4651  0.00
H -2.0151 -2.4011 -2.4119  0.00
H -1.4055 -3.9708 -0.4417  0.00
H -3.1839 -5.3680 0.5213  0.00
H -4.8922 -4.3621 1.9873  0.00
H -4.8852 -1.9296 2.4008  0.00
H -3.1329 -0.5099 1.3973  0.00
H 0.7344 -3.0908 0.9421  0.01
H 2.6253 -4.4621 0.1621  0.00
H 3.3957 -4.2919 -2.1792  0.00
H 2.2201 -2.7919 -3.7460  0.00
H 0.3307 -1.4363 -2.9811  0.01

Atoms 1-2, force components in eV/Å:
Ru -0.116 0.294 -0.468
O -0.174 0.124 -0.062

E_HOMO (alpha / beta) = -5.8 / -8.6 eV
lowest unoccupied orbital energy (alpha / beta) = -0.66 / -2.52 eV
2S+1 = 6
orbital gap (alpha / beta) = 5.12 / 6.03 eV
energy = -93267.903 eV

---

Entry 3:
Below is C33H28CsN7O5 as an isolated structure at a distorted geometry, with properties calculated with ωB97M-V/def2-TZVPD.

Each line ends with the Löwdin charge.
CARTESIAN COORDINATES (ANGSTROEM)
Cs -0.9515 -0.3235 -0.8696  1.34
C 1.1315 2.9511 -0.4694  -0.03
C 2.4673 2.3002 -0.2859  -0.30
C 3.5781 2.7153 -1.0279  -0.03
C 4.7760 2.0526 -0.8707  -0.08
C 4.8475 0.9832 0.0127  -0.04
C 3.6978 0.6260 0.6991  -0.22
N 2.5425 1.2751 0.5612  0.18
C 3.6866 -0.5483 1.6272  -0.20
C 4.8013 -0.8852 2.3880  -0.03
C 4.7264 -1.9905 3.2189  -0.08
C 3.5550 -2.7236 3.2638  -0.03
C 2.4879 -2.3132 2.4692  -0.21
N 2.5589 -1.2489 1.6745  0.20
C 1.1931 -3.0591 2.4600  -0.23
C 1.1750 -4.4437 2.4388  -0.04
C -0.0605 -5.0766 2.3562  -0.07
C -1.2031 -4.3104 2.3111  -0.03
C -1.0990 -2.9143 2.3658  -0.31
C -2.3255 -2.0592 2.2809  -0.03
N 0.0869 -2.3119 2.4375  0.18
H 1.2281 4.0291 -0.6141  0.08
H 0.4824 2.7464 0.3812  0.08
H 0.6689 2.5225 -1.3675  0.05
H 3.4821 3.5323 -1.7317  0.11
H 5.6460 2.3457 -1.4462  0.10
H 5.7631 0.4172 0.1317  0.10
H 5.6980 -0.2794 2.3480  0.10
H 5.5689 -2.2663 3.8405  0.10
H 3.4518 -3.5804 3.9175  0.10
H 2.0982 -5.0095 2.4396  0.10
H -0.1185 -6.1577 2.2998  0.10
H -2.1798 -4.7673 2.2041  0.11
H -3.1104 -2.4246 2.9474  0.08
H -2.6928 -2.1313 1.2525  0.06
H -2.1077 -1.0154 2.5064  0.07
C -5.6960 -3.7300 -1.5724  -0.12
O -4.4442 -3.1583 -1.3083  -0.09
C -3.6307 -2.9315 -2.3948  -0.21
C -4.0958 -2.8929 -3.6890  -0.06
C -3.2202 -2.6226 -4.7547  -0.13
C -1.8878 -2.3948 -4.4843  -0.07
C -1.3932 -2.4425 -3.1736  -0.21
C 0.0598 -2.2955 -2.9061  -0.25
N 0.8974 -1.4564 -3.3854  -0.01
N 0.5354 -0.5261 -4.3360  0.02
C 0.1339 0.6522 -3.9549  -0.53
O -0.0647 1.0737 -2.7642  -0.42
C -0.0991 1.6121 -5.1017  -0.13
C -0.3573 2.9473 -4.8092  -0.03
C -0.5758 3.8718 -5.8254  -0.10
C -0.5487 3.4693 -7.1532  -0.13
C -0.3059 2.1315 -7.4539  -0.12
C -0.0844 1.2122 -6.4377  -0.05
C -2.2537 -2.6949 -2.0609  -0.47
O -1.8480 -2.6680 -0.8459  -0.39
H -6.1199 -4.0176 -0.6109  0.08
H -5.6074 -4.6165 -2.2111  0.09
H -6.3867 -3.0288 -2.0553  0.08
H -5.1459 -3.0597 -3.8964  0.09
H -3.5968 -2.5802 -5.7695  0.08
H -1.1947 -2.1783 -5.2883  0.10
H 0.4937 -2.9995 -2.1952  0.10
H -0.4094 3.2353 -3.7668  0.10
H -0.7828 4.9065 -5.5761  0.09
H -0.7313 4.1855 -7.9467  0.08
H -0.2960 1.8031 -8.4878  0.08
H 0.1088 0.1688 -6.6538  0.10
O -3.6012 1.8642 3.4952  -0.15
N -3.6575 2.3672 2.3833  -0.29
O -2.9945 1.7636 1.4777  -0.23
N -3.3119 2.9599 -0.7234  0.00
C -3.4882 3.4826 -1.7444  -0.17
H -3.1792 2.4593 0.2566  -0.04

Atoms 1-2, force components in eV/Å:
Cs 0.019 1.542 2.227
C 0.025 -0.039 -0.043

E_HOMO = -1.8 eV
lowest unoccupied orbital energy = 3.81 eV
2S+1 = 1
orbital gap = 5.61 eV
energy = -55889.833 eV
charge = -2

---

Entry 4:
Below is a 3-piece molecular cluster, C33H28F9N2O18S overall at a distorted geometry, with properties calculated with ωB97M-V/def2-TZVPD.

Each line ends with the Löwdin charge.
CARTESIAN COORDINATES (ANGSTROEM)
C 3.9812 -2.2695 1.1626  -0.11
N 3.1829 -1.9733 -0.0891  -0.21
C 3.9002 -2.4152 -1.3495  -0.09
C 1.7798 -2.5643 -0.0325  -0.26
O 1.6075 -3.7973 0.5122  -0.02
C 0.4156 -1.7668 -0.5710  -0.02
C 0.4060 -0.2918 0.2178  0.02
C 0.8194 -0.3651 1.8237  0.13
C 0.8450 1.0353 2.7103  0.04
C 1.1900 1.1139 4.3190  -0.26
O 0.2158 1.5360 5.1356  0.09
O 2.4666 0.7098 4.9385  -0.18
S 3.3533 2.1497 5.2713  0.96
O 2.5674 3.4440 4.8315  -0.31
O 3.7425 2.2645 6.7876  -0.26
C 4.8990 2.0691 4.1674  -0.23
F 6.0824 1.7904 5.0341  0.05
F 5.0169 3.3471 3.4006  0.02
F 4.6903 0.9703 3.1544  0.00
C 0.4995 2.4198 1.9026  0.12
C 0.1002 2.3489 0.2799  0.01
C -0.2239 3.8282 -0.4119  -0.13
C 1.1146 4.8267 -0.3991  -0.18
C 2.0303 4.7064 -1.7544  -0.15
C 2.9747 3.3578 -1.8228  -0.20
O 4.3983 3.5923 -1.5253  -0.11
C 4.7285 2.8104 -0.3160  -0.13
O 4.7445 1.4701 -0.2353  -0.05
N 0.0407 1.0232 -0.5026  0.06
C -0.3503 0.9968 -1.9630  -0.10
O 0.6026 1.4122 -2.8431  0.10
C -1.7874 0.5183 -2.5892  -0.08
F -1.7699 -0.9521 -2.9362  0.04
F -1.9035 1.2121 -3.9269  0.04
C -3.1089 0.9743 -1.7346  -0.06
F -4.2158 1.1493 -2.7482  0.03
F -2.9320 2.3507 -1.1369  0.03
C -3.6600 -0.1248 -0.6533  -0.09
F -4.6872 -0.9525 -1.3871  0.03
F -2.6453 -1.0690 -0.1342  0.03
C -4.4395 0.5096 0.6470  -0.16
O -3.9491 1.4029 1.5097  0.06
O -5.8236 0.0117 0.9431  0.02
H 5.0234 -1.7355 1.1455  0.11
H 4.1899 -3.4159 1.3503  0.10
H 3.3920 -1.8484 2.1111  0.08
H 4.1186 -1.4238 -1.9691  0.10
H 4.9083 -2.9853 -1.1630  0.11
H 3.1753 -3.0571 -2.0359  0.11
H 0.5573 -1.6367 -1.7260  0.13
H -0.4926 -2.4489 -0.2645  0.14
H 1.0918 -1.3573 2.3883  0.13
H 0.5231 3.4259 2.5098  0.14
H -0.7257 3.7506 -1.4664  0.12
H -1.0069 4.3749 0.3025  0.15
H 1.7492 4.6767 0.6003  0.12
H 0.7254 5.9516 -0.3477  0.13
H 2.7516 5.6336 -1.8014  0.13
H 1.3102 4.7247 -2.6904  0.13
H 2.8604 2.9212 -2.9241  0.14
H 2.5231 2.5251 -1.1120  0.11
H 5.0540 3.4126 0.6489  0.16
H -5.6377 -0.7449 1.6029  0.16
C -5.6337 -0.7491 -7.4055  0.08
C -6.7203 -0.6253 -8.1701  -0.20
C -7.7833 0.3670 -7.8489  -0.30
O -8.7613 0.4709 -8.5807  0.12
C -7.6140 1.1922 -6.6426  0.08
C -6.5289 1.0657 -5.8763  -0.20
C -5.4534 0.0930 -6.2129  -0.30
O -4.4591 0.0126 -5.4994  0.09
O -6.3647 1.8361 -4.7397  0.08
O -6.8979 -1.4152 -9.2911  0.09
H -4.8523 -1.4646 -7.6286  0.14
H -8.4024 1.8968 -6.4109  0.14
H -5.5021 1.5600 -4.3598  0.08
H -7.7575 -1.1348 -9.6742  0.12
C 0.9890 -4.6537 6.5477  0.09
C 1.6092 -3.5530 6.1183  -0.21
C 2.4943 -3.5809 4.9210  -0.30
O 3.0357 -2.5494 4.5391  0.07
C 2.6889 -4.8692 4.2378  0.08
C 2.0714 -5.9706 4.6695  -0.20
C 1.1649 -5.9366 5.8498  -0.30
O 0.5970 -6.9616 6.2118  0.12
O 2.2520 -7.1852 4.0337  0.09
O 1.4508 -2.3441 6.7707  0.08
H 0.3411 -4.6472 7.4152  0.14
H 3.3488 -4.8791 3.3797  0.13
H 1.6993 -7.8256 4.5326  0.12
H 1.9987 -1.7027 6.2681  0.10

Atoms 1-2, force components in eV/Å:
C 0.092 -0.257 1.596
N -1.657 -1.346 0.351

E_HOMO = -11.3 eV
lowest unoccupied orbital energy = -5.97 eV
2S+1 = 1
orbital gap = 5.35 eV
energy = -109768.092 eV
charge = +1